[1]
# C31H51F7N2O7PS3Si2V

A molecular structure, C31H51F7N2O7PS3Si2V (ωB97M-V with the def2-TZVPD basis set, the OMol25 dataset).

Geometry as XYZ:
```
105
Properties=species:S:1:pos:R:3
V -0.83664 0.31911 -0.06479
F -4.73872 4.56487 0.12116
C -5.21802 3.56881 -0.61324
F -6.08062 2.84334 0.08275
F -5.77227 4.02902 -1.72461
S -2.69387 1.94229 -1.58382
O -1.19402 1.47634 -1.57224
O -3.18896 1.85920 -2.94989
N -3.30206 0.67471 -0.60950
S -3.18573 -0.81987 -0.90243
O -3.15285 -1.31203 -2.24267
O -2.10090 -1.33320 -0.00373
C -4.68811 -1.56056 -0.14662
F -5.76864 -1.18615 -0.82709
F -4.82808 -1.18111 1.12525
F -4.59766 -2.89083 -0.18402
C -1.94597 0.06674 3.83933
Si -1.28363 1.55101 2.90121
C -0.42806 2.73190 4.07635
C -2.72503 2.44759 2.12113
N -0.18949 1.04059 1.63725
C 1.19178 1.09101 1.87048
C 1.80217 0.51361 2.98840
C 3.17040 0.59376 3.19769
C 3.98267 1.25656 2.28910
C 3.40901 1.84550 1.17159
C 2.04663 1.75802 0.99525
F 1.50268 2.32597 -0.10293
H -2.71403 0.36070 4.55958
H -1.15593 -0.45910 4.38151
H -2.39497 -0.64261 3.13850
H -1.15819 3.10796 4.79819
H -0.03724 3.58710 3.51870
H 0.39768 2.28126 4.62676
H -3.32144 2.91765 2.90914
H -3.37759 1.78370 1.55316
H -2.36875 3.23376 1.44899
H 1.17697 -0.02485 3.69003
H 3.60612 0.12220 4.06980
H 5.05228 1.31201 2.44247
H 3.99852 2.36229 0.42520
C 0.49663 4.20606 -2.41302
P -0.65739 4.80971 -1.11466
C -1.92756 5.59718 -2.18173
C 0.30189 6.25856 -0.52182
C 1.48219 6.00001 0.18136
C 2.23825 7.03162 0.71341
C 1.82034 8.34957 0.57011
C 0.64441 8.61978 -0.11171
C -0.10651 7.58326 -0.65454
H 1.44542 3.94079 -1.94950
H 0.67091 4.95522 -3.18834
H 0.08100 3.29862 -2.85074
H -1.51478 6.32899 -2.87998
H -2.70087 6.06578 -1.57153
H -2.40315 4.79762 -2.75466
H 1.80439 4.97306 0.32042
H 3.15036 6.80596 1.25232
H 2.40591 9.15702 0.99151
H 0.30597 9.64268 -0.22589
H -1.01994 7.81817 -1.18632
C 1.06479 -2.87833 2.29559
C 0.19387 -3.96224 1.67906
C -1.14889 -4.03721 2.39521
C 0.90527 -5.31294 1.71767
O -0.09521 -3.65938 0.31990
Si 0.76442 -2.91695 -0.85589
S 1.12044 -0.85064 -0.73882
O -0.03349 -3.22024 -2.24839
C -0.67772 -4.40836 -2.72631
C -2.03782 -4.56116 -2.05297
C -0.86102 -4.18769 -4.22246
C 0.19530 -5.63525 -2.47399
O 2.23320 -3.67260 -0.78240
C 3.45081 -3.45373 -1.50060
C 4.15022 -4.80656 -1.54691
C 3.18988 -2.94973 -2.91722
C 4.29464 -2.44973 -0.71753
H 1.26375 -3.11484 3.34375
H 0.56025 -1.91173 2.24679
H 2.01839 -2.78852 1.77009
H -1.00875 -4.26761 3.45370
H -1.76998 -4.81433 1.94597
H -1.67001 -3.08445 2.30346
H 1.14270 -5.59775 2.74532
H 1.82752 -5.25788 1.13797
H 0.26509 -6.08266 1.28165
H -2.64075 -3.67325 -2.23979
H -1.91844 -4.68126 -0.97722
H -2.55868 -5.43396 -2.45558
H -1.44090 -3.27935 -4.38736
H -1.38405 -5.03219 -4.67648
H 0.10992 -4.07229 -4.70830
H 0.35309 -5.78585 -1.40562
H 1.16827 -5.51525 -2.95511
H -0.28537 -6.52601 -2.88559
H 3.55546 -5.52515 -2.11443
H 4.27852 -5.19071 -0.53356
H 5.13225 -4.71463 -2.01551
H 2.53856 -3.63903 -3.45552
H 4.13452 -2.86680 -3.45913
H 2.71140 -1.96952 -2.90126
H 4.49843 -2.83802 0.28257
H 3.75704 -1.50703 -0.61831
H 5.24622 -2.26508 -1.22250
```

The net charge is -1. As for the multiplicity: 4. The value obtained for the HOMO-LUMO gap (alpha / beta) is 0.3017 / 0.2818 hartree.



[2]
# C12H26AsBrN4OPd

A molecular structure, C12H26AsBrN4OPd (ωB97M-V with the def2-TZVPD basis set, the OMol25 dataset).

Geometry as XYZ:
```
46
Properties=species:S:1:pos:R:3
Pd -0.14368 -0.79848 -0.50391
N 0.07805 1.37424 -0.97043
C 0.85549 2.24376 -0.08987
C 2.33794 1.87912 -0.08824
N 2.63042 0.54274 0.40862
C 3.14488 0.45156 1.76325
C 2.02851 0.57615 2.79955
N 0.96370 -0.41217 2.66594
H 0.36123 1.49218 -1.93561
H -0.92294 1.58547 -0.88299
H 0.44243 2.14145 0.91524
H 0.76625 3.30055 -0.37117
H 2.88335 2.63784 0.49030
H 2.70025 1.95349 -1.11858
H 3.21464 0.04009 -0.23904
H 3.92103 1.20815 1.96673
H 3.61003 -0.53206 1.87657
H 1.58374 1.57396 2.72560
H 2.45647 0.50738 3.80230
H 1.29893 -1.32284 2.95964
H 0.71733 -0.50311 1.67608
C -2.75918 -1.12473 1.06979
As -2.98330 0.78690 1.15867
C -4.85039 1.00364 1.59904
C -2.02279 1.34065 2.73081
O -2.61155 1.67770 -0.17574
H -2.70109 -1.49175 2.09615
H -1.83858 -1.42855 0.52882
H -3.62148 -1.56889 0.57279
H -5.08265 0.51544 2.54488
H -5.44428 0.56547 0.79889
H -5.07279 2.06694 1.66408
H -2.50352 0.92942 3.61841
H -2.03816 2.42849 2.77111
H -0.99959 0.96821 2.68162
Br -2.33592 -3.11123 -2.38028
C -1.07483 -3.50801 -1.01515
C -1.41070 -4.43783 -0.05053
C -0.48796 -4.67617 0.96299
C 0.71557 -3.99511 0.95509
C 0.96821 -3.10066 -0.07964
N 0.08135 -2.85546 -1.06442
H -2.36232 -4.94658 -0.08808
H -0.71358 -5.39091 1.74361
H 1.45814 -4.15565 1.72463
H 1.91417 -2.58048 -0.15945
```

The value obtained for the energy relative to the best compared isomer or geometry (same formula, charge and spin) is 1.357 eV. As for the multiplicity: 1. The value obtained for the HOMO-LUMO gap is 0.2639 hartree.